Record 1
{"formula": "C40H62Cl3GeN7NaO2PSbSe", "method": "ωB97M-V/def2-TZVPD", "symbols": ["Na", "C", "C", "C", "C", "C", "C", "N", "Sb", "C", "C", "C", "C", "C", "C", "N", "C", "C", "C", "C", "C", "C", "N", "H", "H", "H", "H", "H", "H", "H", "H", "H", "H", "H", "H", "H", "H", "H", "H", "H", "H", "Cl", "C", "Cl", "Cl", "C", "O", "O", "N", "P", "N", "C", "C", "C", "C", "C", "N", "C", "C", "C", "C", "C", "N", "C", "C", "C", "C", "C", "H", "H", "H", "H", "H", "H", "H", "H", "H", "H", "H", "H", "H", "H", "H", "H", "H", "H", "H", "H", "H", "H", "H", "H", "H", "H", "H", "H", "H", "H", "C", "Ge", "C", "C", "C", "Se", "C", "H", "H", "H", "H", "H", "H", "H", "H", "H", "H", "H", "H", "H", "H"], "xyz": [[0.1500, -0.1812, 0.4487], [-0.9543, -0.9704, 3.3164], [-0.2118, 0.2037, 3.8795], [0.6352, 0.0798, 4.9825], [1.2698, 1.2015, 5.4744], [1.0481, 2.4259, 4.8548], [0.2154, 2.4616, 3.7449], [-0.4020, 1.3758, 3.2730], [-0.2559, 4.3479, 2.8222], [-2.0757, 3.6325, 1.9277], [-3.1928, 3.3973, 2.7197], [-4.3179, 2.8566, 2.1153], [-4.2854, 2.5745, 0.7624], [-3.1315, 2.8655, 0.0361], [-2.9954, 2.5356, -1.4181], [-2.0614, 3.4055, 0.6196], [0.9487, 4.2148, 1.0397], [1.6817, 5.3375, 0.6655], [2.3275, 5.3291, -0.5616], [2.2051, 4.2146, -1.3679], [1.4846, 3.1159, -0.9034], [1.3367, 1.8724, -1.7235], [0.8851, 3.1173, 0.2886], [-1.5888, -1.4387, 4.0724], [-0.2421, -1.7179, 2.9609], [-1.5684, -0.6417, 2.4752], [0.7910, -0.8938, 5.4304], [1.9263, 1.1303, 6.3340], [1.5149, 3.3318, 5.2226], [-3.1733, 3.6035, 3.7832], [-5.2080, 2.6482, 2.6979], [-5.1387, 2.1308, 0.2648], [-3.9584, 2.5308, -1.9312], [-2.5396, 1.5397, -1.4872], [-2.3232, 3.2506, -1.8931], [1.7234, 6.2052, 1.3125], [2.9001, 6.1884, -0.8912], [2.6665, 4.1832, -2.3473], [1.6175, 2.0386, -2.7635], [0.3005, 1.5286, -1.6785], [1.9749, 1.0789, -1.3223], [4.7942, -2.7608, 0.6198], [3.3966, -2.4000, 1.6431], [2.4897, -3.9136, 1.9466], [3.9736, -1.7742, 3.2029], [2.3835, -1.4034, 0.9344], [2.3489, -1.4333, -0.2966], [1.7010, -0.7291, 1.7311], [-1.7733, -0.5050, -0.2312], [-2.2951, -1.6186, -1.1153], [-3.9961, -1.9706, -1.0770], [-4.4252, -2.7745, 0.0741], [-4.7321, -1.9071, 1.2939], [-5.9260, -0.9784, 1.0005], [-6.1315, -0.8239, -0.5115], [-4.7929, -0.7366, -1.2303], [-1.6356, -3.1566, -0.8892], [-1.9038, -4.2735, -1.7754], [-0.7018, -5.2108, -1.8144], [-0.4400, -5.8235, -0.4270], [-0.9022, -4.8699, 0.6866], [-0.7455, -3.4224, 0.2381], [-2.1751, -1.3854, -2.8102], [-0.8829, -0.9865, -3.3344], [-1.0208, 0.2040, -4.2801], [-2.0163, -0.1182, -5.3940], [-3.3420, -0.5964, -4.8037], [-3.0977, -1.7707, -3.8551], [-3.6301, -3.4799, 0.3100], [-5.3081, -3.3663, -0.1982], [-3.8365, -1.3149, 1.4970], [-4.9300, -2.5335, 2.1681], [-5.7417, 0.0048, 1.4413], [-6.8404, -1.3679, 1.4567], [-6.7071, 0.0810, -0.7262], [-6.7100, -1.6641, -0.9066], [-4.2306, 0.1120, -0.8243], [-4.9539, -0.5428, -2.2964], [-2.1206, -3.8910, -2.7729], [-2.7957, -4.8435, -1.4596], [0.1685, -4.6337, -2.1363], [-0.8645, -5.9954, -2.5574], [0.6276, -6.0267, -0.3137], [-0.9590, -6.7817, -0.3359], [-0.3317, -5.0415, 1.6016], [-1.9544, -5.0512, 0.9261], [0.3043, -3.2414, -0.0285], [-0.9975, -2.7317, 1.0431], [-0.4246, -1.8271, -3.8856], [-0.2261, -0.7458, -2.5004], [-0.0457, 0.4664, -4.7012], [-1.3817, 1.0606, -3.7027], [-1.6014, -0.9175, -6.0209], [-2.1689, 0.7493, -6.0420], [-4.0371, -0.8865, -5.5980], [-3.7998, 0.2181, -4.2330], [-2.6784, -2.6029, -4.4527], [-4.0219, -2.1244, -3.4037], [8.5068, 2.3657, -0.7009], [7.0182, 1.2749, -0.0256], [7.5401, 0.4001, 1.6391], [6.5046, -0.0235, -1.3909], [5.4653, 2.4172, 0.3139], [4.0074, 1.3032, 1.0141], [3.9548, 2.0437, 2.8029], [9.3907, 1.7520, -0.8843], [8.7733, 3.1457, 0.0142], [8.2231, 2.8429, -1.6406], [8.2029, -0.4439, 1.4431], [6.6483, 0.0228, 2.1423], [8.0557, 1.0996, 2.2995], [7.1516, -0.9011, -1.3611], [6.5741, 0.4252, -2.3834], [5.4785, -0.3577, -1.2264], [5.1141, 2.8899, -0.6036], [5.6659, 3.2052, 1.0396], [4.9463, 2.0115, 3.2532], [3.2723, 1.4110, 3.3670], [3.5735, 3.0633, 2.7780]], "forces_ev_per_a": [[0.1627, 0.7978, -0.1564], [0.0360, -0.0012, -0.0242], [-0.0462, 0.0547, -0.0780], [0.0257, -0.0279, -0.0102], [0.0060, -0.0099, 0.0187], [-0.0048, -0.0021, -0.0410], [-0.0559, -0.0355, 0.0322], [0.0178, 0.0199, 0.0400], [0.0280, 0.0324, -0.0220], [-0.0113, -0.0031, -0.0603], [0.0436, -0.0755, 0.0018], [-0.0044, 0.0115, 0.0412], [0.0216, 0.0196, -0.0580], [-0.0052, -0.0378, 0.0006], [0.0584, 0.0182, 0.0072], [0.0556, 0.0823, 0.0246], [0.0046, -0.0767, -0.0049], [-0.0486, -0.0058, 0.0066], [0.0191, 0.0373, 0.0060], [0.0591, -0.0035, 0.0056], [-0.0334, -0.0417, 0.0521], [0.0060, -0.0844, 0.0348], [0.0029, 0.0146, 0.0076], [-0.0062, 0.0186, 0.0115], [0.0050, -0.0117, 0.0460], [-0.0193, -0.0752, 0.0023], [-0.0097, 0.0086, 0.0075], [0.0059, -0.0049, -0.0110], [0.0013, -0.0054, 0.0026], [-0.0051, 0.0071, 0.0006], [0.0041, -0.0127, 0.0006], [-0.0004, -0.0034, -0.0059], [0.0023, -0.0336, -0.0019], [-0.0415, -0.0668, 0.0336], [-0.0381, 0.0264, -0.0109], [-0.0071, -0.0028, -0.0006], [-0.0048, -0.0029, 0.0034], [-0.0037, -0.0188, 0.0053], [-0.0254, -0.0024, -0.0165], [-0.0139, -0.0082, -0.0367], [-0.0095, -0.0227, 0.0139], [-0.0177, 0.0001, 0.0234], [0.0276, -0.0083, -0.0462], [0.0253, 0.0349, -0.0151], [-0.0203, -0.0140, -0.0440], [0.1883, 0.0159, 0.1353], [-0.0713, -0.0503, 0.0641], [0.6382, -0.3239, 0.5456], [-0.6966, -0.3470, -0.3936], [-0.3476, 0.1633, -0.2223], [-0.0377, -0.0282, 0.1622], [0.0475, 0.1057, 0.0319], [-0.0105, 0.0230, -0.0445], [0.0119, -0.0380, -0.0324], [0.0137, 0.0203, 0.0263], [0.0195, -0.0741, -0.0818], [0.1212, -0.0245, 0.0136], [0.0048, -0.0140, 0.0210], [-0.0150, -0.0247, 0.0365], [-0.0226, 0.0435, -0.0036], [0.0562, -0.0092, -0.0346], [-0.0748, -0.0257, 0.0011], [-0.0087, 0.0263, -0.0189], [-0.0743, 0.0117, 0.0070], [-0.0361, -0.0449, -0.0064], [-0.0106, 0.0204, 0.0241], [0.0498, -0.0068, 0.0183], [0.0164, 0.0344, 0.0098], [0.0093, -0.0313, -0.0237], [-0.0007, -0.0218, -0.0027], [-0.0015, 0.0010, 0.0092], [0.0043, 0.0033, 0.0061], [-0.0102, -0.0172, 0.0228], [-0.0109, 0.0158, 0.0081], [-0.0235, -0.0154, -0.0143], [0.0030, 0.0039, -0.0048], [0.0256, 0.0373, 0.0164], [0.0035, 0.0401, 0.0256], [0.0111, 0.0022, -0.0025], [-0.0107, 0.0108, -0.0041], [-0.0032, 0.0063, -0.0104], [0.0156, 0.0007, -0.0088], [0.0007, -0.0175, -0.0098], [0.0066, -0.0063, 0.0106], [-0.0070, -0.0044, 0.0074], [-0.0037, 0.0068, 0.0109], [0.0134, 0.0263, 0.0032], [-0.0131, -0.0016, -0.0119], [0.0181, -0.0116, 0.0126], [0.0457, 0.0211, 0.0302], [0.0053, 0.0080, 0.0147], [0.0210, 0.0225, 0.0037], [0.0002, 0.0094, -0.0134], [0.0023, -0.0027, -0.0027], [0.0027, -0.0088, 0.0027], [-0.0260, -0.0027, -0.0226], [-0.0263, -0.0211, 0.0067], [0.0146, -0.0320, -0.0164], [0.0354, 0.0027, -0.0231], [0.0246, 0.0303, -0.0173], [-0.0037, -0.0217, 0.0422], [-0.0360, -0.0268, -0.0017], [-0.0698, -0.0373, 0.0060], [0.0103, 0.1098, -0.1015], [-0.0416, -0.0431, -0.0189], [-0.0089, 0.0069, 0.0021], [0.0017, -0.0080, -0.0056], [0.0183, 0.0094, 0.0105], [0.0059, 0.0160, -0.0011], [0.0112, -0.0160, -0.0042], [-0.0095, -0.0063, 0.0067], [0.0087, 0.0104, -0.0136], [-0.0129, -0.0087, 0.0005], [0.0249, -0.0194, 0.0035], [0.0021, 0.0469, 0.0061], [0.0255, -0.0008, -0.0021], [-0.0022, -0.0128, 0.0090], [-0.0045, 0.0036, 0.0007], [0.0063, 0.0058, 0.0140]], "total_charge": -1, "molar_mass_g_mol": 1106.6, "e_lumo_ev": 2.03, "total_energy_ha": -8698.14440, "homo_energy_ev": -4.276}

Record 2
{"formula": "C20H31N5O3S2", "method": "ωB97M-V/def2-TZVPD", "symbols": ["C", "H", "C", "C", "H", "H", "C", "N", "C", "H", "C", "N", "C", "O", "C", "C", "H", "C", "N", "S", "O", "O", "C", "C", "C", "C", "C", "N", "S", "N", "C", "H", "H", "H", "C", "H", "C", "H", "H", "H", "H", "H", "H", "H", "H", "H", "H", "H", "C", "C", "H", "H", "H", "H", "H", "H", "H", "H", "H", "H", "H"], "xyz": [[-6.7266, -1.2923, 2.3566], [-6.4279, -2.3303, 2.2276], [-6.5076, -0.5076, 1.0691], [-5.0405, -0.5170, 0.6438], [-4.7154, -1.5522, 0.5296], [-4.4325, -0.0509, 1.4211], [-4.8398, 0.2462, -0.6637], [-3.4378, 0.4350, -1.0035], [-2.7502, -0.8173, -1.2998], [-2.1247, -0.6937, -2.1873], [-1.8432, -1.2533, -0.1400], [-0.9066, -0.2098, 0.2049], [0.4055, -0.2804, -0.0751], [0.9265, -1.2787, -0.5449], [1.2215, 0.9610, 0.2782], [2.2308, 0.5670, 1.3670], [2.7265, -0.3550, 1.0611], [3.2724, 1.6673, 1.5841], [3.9146, 2.0537, 0.3570], [5.3625, 1.3227, -0.0054], [6.2833, 1.7407, 1.0147], [5.6738, 1.6319, -1.3675], [5.1837, -0.4582, 0.2259], [5.8058, -1.0218, 1.3072], [5.6981, -2.3943, 1.5960], [4.9449, -3.2282, 0.8129], [4.2909, -2.6813, -0.3004], [3.4922, -3.3114, -1.1676], [2.9622, -2.2539, -2.2366], [3.7361, -0.9547, -1.7133], [4.4266, -1.2799, -0.6183], [4.8354, -4.2786, 1.0300], [6.2142, -2.7849, 2.4596], [6.3912, -0.3742, 1.9408], [3.0170, 2.4751, -0.6863], [2.5584, 3.4200, -0.3681], [1.9430, 1.4342, -0.9908], [1.2206, 1.8559, -1.6920], [2.4226, 0.5750, -1.4604], [3.6296, 2.6552, -1.5693], [2.7902, 2.5544, 2.0131], [4.0560, 1.3354, 2.2668], [1.7048, 0.3710, 2.3040], [0.5708, 1.7563, 0.6567], [-1.3286, 0.6672, 0.4676], [-1.2609, -2.1291, -0.4329], [-2.4382, -1.4915, 0.7442], [-3.4650, -1.6231, -1.5114], [-3.2631, 1.4329, -2.0513], [-1.8590, 2.0279, -2.0513], [-1.7787, 2.7685, -2.8432], [-1.6591, 2.5167, -1.1010], [-1.1036, 1.2646, -2.2179], [-3.9758, 2.2399, -1.8663], [-3.4864, 1.0163, -3.0484], [-5.3855, -0.2719, -1.4734], [-5.2857, 1.2378, -0.5475], [-6.8375, 0.5238, 1.2121], [-7.1162, -0.9412, 0.2720], [-7.7752, -1.2708, 2.6432], [-6.1404, -0.8660, 3.1677]], "forces_ev_per_a": [[-0.0909, 0.1424, -0.2002], [0.0245, -0.1229, 0.0390], [0.2371, -0.1796, 0.1151], [-0.3523, 0.2157, -0.2958], [0.0836, -0.0758, 0.0552], [0.0955, -0.0237, 0.0494], [0.0223, -0.0949, 0.2658], [-0.0537, 0.1362, -0.0416], [0.2405, -0.1287, 0.3399], [-0.0358, -0.0226, -0.0040], [-0.0982, -0.1882, -0.2404], [-0.4836, 0.0547, 0.0865], [-0.0106, 0.5288, 0.3335], [0.0781, -0.1874, -0.0282], [0.1782, -0.3290, -0.2130], [-0.0066, 0.2166, 0.0091], [-0.0599, 0.0074, 0.0554], [-0.1862, -0.3364, 0.5661], [0.9232, -0.5312, -0.3004], [0.1181, 0.5918, 0.2664], [-0.1561, -0.3062, 0.1476], [-0.3037, -0.2908, -0.0922], [0.4981, 0.9408, 0.3812], [-0.0469, 0.5493, -0.2467], [-0.2528, -0.6171, -0.1525], [0.3017, -0.0287, 0.4591], [-0.2881, 0.8399, -0.5927], [-0.3315, -0.7015, -0.1455], [1.0924, 0.0918, 0.8053], [0.0199, 0.2974, -0.5460], [-0.6203, -1.0482, -0.5836], [0.0169, -0.1114, 0.0549], [0.0362, -0.0428, 0.0656], [0.0620, 0.0234, 0.0939], [-0.2733, -0.0414, -0.7032], [0.1155, -0.0181, -0.0060], [0.0105, 0.1483, 0.1336], [-0.0322, 0.0160, -0.0615], [-0.2019, 0.2587, 0.0477], [-0.2105, 0.1605, -0.0268], [0.1215, -0.0263, 0.0166], [-0.1665, 0.0691, 0.1886], [0.0213, -0.0405, 0.0291], [-0.0511, -0.0130, 0.0162], [0.1811, 0.0344, -0.0124], [-0.0899, 0.0358, 0.1043], [0.0066, -0.0670, -0.0890], [-0.0073, 0.0320, -0.0677], [0.1997, 0.1422, -0.0257], [-0.3208, -0.0900, -0.1374], [0.0845, 0.0848, -0.0899], [0.0596, 0.0585, 0.1226], [0.1171, -0.0407, -0.0274], [-0.0169, -0.0703, -0.0508], [-0.0538, 0.0347, 0.0483], [-0.0010, 0.0514, 0.0153], [-0.0200, -0.0421, -0.0469], [-0.0384, 0.0395, -0.0733], [-0.0573, 0.0623, -0.0453], [-0.0790, -0.0530, 0.1091], [0.0511, 0.0052, 0.1259]], "molar_mass_g_mol": 453.6, "e_lumo_ev": -0.67, "total_energy_ha": -2076.58387, "homo_energy_ev": -8.974}

Record 3
{"formula": "C6H10", "method": "ωB97M-V/def2-TZVPD", "symbols": ["C", "C", "C", "C", "C", "C", "H", "H", "H", "H", "H", "H", "H", "H", "H", "H"], "xyz": [[-1.8293, 0.9426, 0.9395], [-0.5999, 0.1845, 0.5474], [-0.5384, -1.0912, 0.0730], [0.7948, -1.5045, -0.3157], [1.6633, -0.3238, 0.0530], [0.7612, 0.8092, 0.6046], [-1.8737, 1.9222, 0.4289], [-2.7411, 0.3683, 0.6994], [-1.8209, 1.1500, 2.0297], [-1.4197, -1.7241, -0.0557], [0.6635, -1.6091, -2.9404], [0.4926, -1.3051, -3.5973], [2.4436, -0.6439, 0.7708], [2.2050, -0.0243, -0.8665], [0.7888, 1.7294, -0.0016], [1.0102, 1.1197, 1.6308]], "forces_ev_per_a": [[-0.2874, -0.0551, 0.1665], [0.0262, 0.1674, -0.0464], [0.2221, -0.0272, -0.1530], [-0.1654, 0.3614, 0.4236], [-0.0848, 0.0894, -0.1490], [0.0783, -0.1184, -0.0631], [0.0606, -0.4282, 0.1947], [0.3923, 0.2994, 0.1393], [0.0280, -0.0950, -0.5296], [0.2254, 0.1983, 0.0440], [0.0060, -0.0282, 0.0339], [-0.0058, 0.0283, -0.0553], [-0.3014, 0.0548, -0.3547], [-0.1261, -0.0947, 0.4213], [0.0035, -0.2598, 0.1035], [-0.0714, -0.0923, -0.1756]], "molar_mass_g_mol": 82.1, "e_lumo_ev": -0.13, "total_energy_ha": -234.45812, "homo_energy_ev": -7.924}